# 1
This record from the OMol25 dataset describes an isolated molecule of C4H5NS3 in a non-equilibrium geometry. The level of theory is the ωB97M-V functional and the def2-TZVPD basis.

```
13
Properties=species:S:1:pos:R:3:forces:R:3
C 0.0590 1.7349 0.2058 0.837 -0.035 -0.195
C -0.9656 0.6360 0.4465 -0.528 0.302 0.131
C 0.7827 -1.6750 0.0823 0.911 -1.259 -0.825
C 0.0204 -1.3519 -1.1487 1.783 -0.425 -1.058
H 0.3352 2.2625 1.1057 -0.195 0.077 0.534
H 1.0097 1.3604 -0.1961 -0.285 -0.206 0.025
H -0.2908 2.4841 -0.5002 -0.270 -0.097 -0.158
H -1.9481 1.1089 0.6416 0.424 -0.365 0.129
H 1.5801 -2.4034 -0.1625 -0.256 0.522 0.217
N 0.6384 -1.4100 1.3048 -0.723 0.271 0.721
S -0.6043 -0.4394 1.8865 0.087 0.491 -0.790
S 0.6516 -2.0458 -2.5455 -1.153 0.633 1.172
S -1.2683 -0.2612 -1.1200 -0.632 0.089 0.096
```
Positions in Å, forces in eV/Å.

- E_tot (eV) = -38223.5427
- gap between HOMO and LUMO (eV) = 7.5417

=====

# 2
This record from the OMol25 dataset describes the ion C6H15N4 with charge +1 in a non-equilibrium geometry. The level of theory is the ωB97M-V functional and the def2-TZVPD basis.

```
25
Properties=species:S:1:pos:R:3:forces:R:3
C -0.7682 -1.0116 -2.6501 3.827 0.166 -1.856
C -1.0185 -0.6035 -1.2576 3.760 -0.068 0.628
N 0.2509 0.2676 -0.5989 -1.782 1.584 1.576
C -0.3248 1.0194 0.5053 -0.352 -0.104 1.543
C -0.4882 0.4049 1.7122 -0.238 0.369 0.881
C -0.2897 -1.0673 2.0752 0.444 -0.384 1.735
N -0.9736 1.1074 2.8190 1.016 0.196 -2.153
C 1.5414 0.5543 -0.7122 2.814 -2.557 -2.758
N 2.3315 -0.2438 -1.5251 -2.085 -0.971 -0.143
N 2.2621 1.4987 -0.0749 -1.695 -1.236 -0.742
H -0.3989 -0.1160 -3.3324 -1.505 -1.901 1.082
H -1.6396 -1.5855 -2.9170 -0.335 0.125 -0.937
H 0.1515 -1.7832 -2.7147 -2.148 1.487 0.235
H -0.9652 -1.5689 -0.6904 -0.884 1.423 0.303
H -1.7954 0.1461 -1.1500 -0.207 -0.554 0.417
H -0.6423 2.0888 0.4310 0.365 -1.029 -0.496
H -1.3120 -1.5019 2.0212 0.658 0.010 0.331
H 0.1348 -1.1646 3.1811 -1.166 0.356 -2.239
H 0.3807 -1.7333 1.5038 -0.282 0.852 -0.265
H -1.2784 2.0498 2.7222 -0.128 0.460 -0.231
H -1.3069 0.6655 3.6210 -0.373 -1.042 1.082
H 1.8840 -0.9962 -2.0508 0.039 0.508 0.553
H 3.2284 -0.0526 -1.9064 0.563 0.863 0.245
H 3.2538 1.5811 -0.0859 0.358 -0.212 -0.225
H 1.7042 2.1364 0.3896 -0.663 1.658 1.433
```
Positions in Å, forces in eV/Å.

- SMILES = CCN(/C=C(\C)N)C(N)=[NH2+]
- E_tot (eV) = -12418.2697
- charge = +1
- gap between HOMO and LUMO (eV) = 9.3998

=====

# 3
This record from the OMol25 dataset describes an isolated molecule of C4H7NO2 in a non-equilibrium geometry. The level of theory is the ωB97M-V functional and the def2-TZVPD basis.

```
14
Properties=species:S:1:pos:R:3:forces:R:3
C -0.8476 -0.0610 0.9041 0.116 -0.090 -0.020
C 0.3643 -0.2695 0.0296 -0.024 2.032 -2.929
C 0.4634 -1.5306 -0.7501 -0.067 0.586 0.456
N 0.5533 -1.4406 -2.0075 0.014 -0.940 -0.330
O 0.5124 -0.1465 -2.4686 0.028 0.704 -0.344
C 0.3276 0.8053 -1.4523 -0.201 -2.251 3.427
O 1.2713 1.7885 -1.4423 0.359 0.345 -0.316
H -1.7663 -0.2935 0.3714 -0.099 -0.055 -0.034
H -0.8999 0.9747 1.2385 0.019 0.007 0.055
H -0.7761 -0.7028 1.7809 -0.172 -0.013 0.132
H 1.2902 -0.0635 0.5738 -0.021 0.079 -0.076
H 0.4922 -2.5163 -0.3202 0.059 -0.287 0.005
H -0.6585 1.2740 -1.5050 0.114 -0.038 -0.084
H 2.1404 1.4162 -1.6422 -0.126 -0.079 0.058
```
Positions in Å, forces in eV/Å.

- SMILES = C[C@H]1C=NO[C@@H]1O
- E_tot (eV) = -9844.1304
- gap between HOMO and LUMO (eV) = 10.4741

=====

| no. | highest occupied orbital energy (Ha) |
| --- | --- |
| 1 | -0.326 |
| 2 | -0.436 |
| 3 | -0.352 |